Entry from the OMol25 dataset: a cluster of 13 separate species, C35H34Cl48FN3O5PS in total (the ωB97M-V functional and the def2-TZVPD basis).

## Properties
**Total charge**: +1
**Max |F|**: 7.229 eV/A
**DFT total energy**: -675453.042 eV
**HOMO level**: -9.7 eV
**Orbital gap**: 5.213 eV
**E_LUMO**: -4.500 eV

Last column: Mulliken charge in e.
Element x y z (Å)
C -1.643 -1.001 2.849  -1.38
C -0.260 -0.480 2.154  0.64
C 0.405 0.600 3.146  -0.14
C -0.703 0.229 0.785  -1.06
C 0.568 0.747 -0.114  -0.58
C 0.045 0.650 -1.644  -0.08
N -1.082 1.538 -1.950  0.05
C -1.730 1.579 -3.242  -0.06
C -2.971 2.567 -3.402  -1.03
C -4.309 1.727 -3.068  -0.55
C -5.408 1.698 -4.242  0.16
C -6.859 1.596 -3.510  -0.67
N -7.363 0.202 -3.399  0.31
C -8.043 -0.255 -2.184  -0.11
C -8.568 -1.714 -2.200  -0.88
C -8.082 -2.133 -3.642  -0.40
C -7.332 -0.925 -4.321  -0.37
C -1.277 0.675 -4.414  0.99
P -2.051 0.581 -6.120  0.86
O -0.961 0.567 -7.215  -0.67
O -2.871 -0.928 -6.268  -0.39
O -3.213 1.772 -6.440  -0.53
C -0.046 -0.283 -4.130  -0.19
C 0.554 -1.294 -5.222  -0.56
C 1.942 -0.619 -5.747  -0.64
C 3.085 -1.696 -6.091  0.01
S 4.443 -1.758 -4.781  -0.03
C 0.630 -0.300 -2.713  0.19
C 1.864 -1.212 -2.284  -0.41
O 2.953 -0.616 -2.057  -0.42
N 1.716 -2.684 -2.112  -0.01
C 0.295 -3.057 -2.074  0.46
O -0.360 -2.768 -1.049  -0.40
F -0.346 -3.745 -3.150  -0.23
H -2.308 -0.120 3.177  0.21
H -2.263 -1.662 2.140  0.36
H -1.373 -1.612 3.775  0.40
H 0.377 -1.415 1.969  0.38
H -0.120 0.496 4.169  0.22
H 1.510 0.332 3.264  -0.31
H 0.266 1.680 2.753  0.09
H -1.509 1.036 0.904  0.19
H -1.193 -0.601 0.137  0.40
H 0.706 1.855 0.162  0.42
H 1.493 0.111 0.078  0.33
H -1.446 2.172 -1.210  0.37
H -2.864 3.356 -2.558  0.40
H -2.998 3.157 -4.377  0.46
H -4.715 2.097 -2.051  0.33
H -3.986 0.630 -2.871  0.31
H -5.364 2.615 -4.929  0.37
H -5.235 0.709 -4.819  -0.21
H -7.644 2.212 -4.068  0.23
H -6.833 2.017 -2.432  0.29
H -8.193 0.402 -1.261  0.41
H -9.144 -2.304 -1.418  0.34
H -8.269 -3.152 -4.096  0.38
H -6.825 -0.817 -5.325  0.47
H -2.490 -1.428 -7.025  0.32
H -2.890 2.204 -7.277  0.37
H 0.861 -2.305 -4.768  0.36
H -0.163 -1.515 -6.080  0.24
H 1.758 0.054 -6.667  0.41
H 2.357 0.072 -4.922  0.38
H 3.642 -1.462 -7.081  -0.20
H 2.605 -2.733 -6.202  0.34
H 5.677 -1.444 -5.388  -0.09
H 2.228 -3.167 -2.870  0.39
C -6.526 -3.657 -7.226  0.32
Cl -5.484 -2.604 -8.212  -0.12
Cl -6.832 -2.885 -5.651  -0.09
Cl -8.069 -3.918 -8.068  -0.11
Cl -5.717 -5.220 -6.974  -0.12
C -1.470 3.797 5.380  0.37
Cl -0.351 4.323 4.101  -0.10
Cl -2.746 2.783 4.671  -0.10
Cl -0.578 2.862 6.600  -0.08
Cl -2.204 5.223 6.143  -0.11
C -10.651 2.495 0.546  0.33
Cl -10.829 1.996 2.242  -0.10
Cl -9.973 1.151 -0.400  -0.10
Cl -12.240 2.939 -0.111  -0.08
Cl -9.558 3.894 0.451  -0.12
C 6.742 -0.287 -8.154  0.34
Cl 7.845 0.233 -9.444  -0.04
Cl 5.489 -1.346 -8.835  -0.13
Cl 7.654 -1.176 -6.916  -0.12
Cl 5.977 1.137 -7.417  -0.08
C 10.589 -1.466 -12.076  0.30
Cl 10.441 -1.956 -10.375  -0.04
Cl 11.233 -2.820 -13.029  -0.09
Cl 8.990 -1.009 -12.703  -0.09
Cl 11.691 -0.078 -12.199  -0.08
C 0.097 4.409 10.504  0.27
Cl -0.718 4.589 8.935  0.00
Cl 0.833 2.793 10.615  -0.11
Cl 1.363 5.646 10.656  -0.09
Cl -1.087 4.610 11.812  -0.08
C -0.236 1.797 15.000  0.26
Cl 1.104 2.222 16.086  -0.11
Cl -0.843 0.178 15.413  -0.03
Cl -1.546 2.984 15.182  -0.11
Cl 0.340 1.804 13.317  0.00
C -0.672 -4.179 16.306  0.30
Cl -1.488 -4.006 14.737  -0.07
Cl 0.063 -5.793 16.417  -0.09
Cl 0.592 -2.940 16.456  -0.07
Cl -1.857 -3.977 17.615  -0.09
C 14.222 -1.418 -8.696  0.33
Cl 15.557 -0.953 -7.620  -0.10
Cl 13.647 -3.042 -8.259  -0.09
Cl 12.891 -0.253 -8.526  -0.07
Cl 14.792 -1.424 -10.379  -0.08
C 4.767 1.107 3.234  0.33
Cl 6.100 1.573 4.311  -0.06
Cl 4.194 -0.517 3.673  -0.12
Cl 3.431 2.268 3.400  -0.07
Cl 5.339 1.099 1.552  -0.09
C 1.708 -3.244 12.124  0.23
Cl 2.827 -2.729 10.842  -0.10
Cl 0.434 -4.266 11.422  -0.09
Cl 2.598 -4.168 13.352  -0.07
Cl 0.971 -1.814 12.877  0.03
C 5.728 2.493 8.432  0.30
Cl 5.911 3.429 6.933  -0.09
Cl 4.203 2.942 9.226  -0.02
Cl 5.708 0.758 8.045  -0.10
Cl 7.087 2.841 9.522  -0.09